Entry 1:
C3H5N2O | the ωB97M-V functional and the def2-TZVPD basis

Each line ends with the Löwdin charge.
Geometry (Å):
C1 1.321 -0.876 -0.332  -0.1669
N1 1.258 0.281 -0.937  0.1368
C2 0.173 1.018 -0.815  -0.0742
N2 -0.781 0.793 0.059  0.1011
C3 -0.829 -0.384 0.864  0.0975
O1 0.417 -1.428 0.362  0.0937
H1 2.220 -1.474 -0.487  0.1687
H2 0.091 1.864 -1.488  0.1646
H3 -1.570 1.426 0.152  0.1851
H4 -0.577 -0.235 1.916  0.1473
H5 -1.722 -0.984 0.706  0.1465

Forces on the atoms, in the same order (eV/Å):
C 0.6 0.2 -0.7
N 0.4 0.2 -0.4
C 0.3 0.0 0.1
N -0.3 0.2 -0.2
C 2.2 -2.2 -0.3
O -3.0 1.6 1.6
H -0.1 -0.1 0.1
H -0.2 0.1 0.2
H 0.1 0.0 -0.2
H 0.0 0.0 -0.2
H 0.1 0.0 0.0

Kohn-Sham gap in hartree: 0.379
LUMO in eV: -5.5315
E in eV: -8211.1963
Charge: +1
Structure (SMILES): C1=NC=[NH+]CO1

---

Entry 2:
C3H5N2O2S | the ωB97M-V functional and the def2-TZVPD basis

Each line ends with the Löwdin charge.
Geometry (Å):
O1 4.086 0.394 -0.127  0.1801
N1 3.174 -0.275 -0.562  0.1188
C1 1.858 -0.304 -0.076  -0.2755
N2 1.092 0.753 -0.420  0.0482
C2 -0.281 0.862 -0.295  -0.4329
S1 -0.988 -0.648 -1.047  0.9643
C3 -0.158 -1.742 0.226  -0.2892
O2 1.253 -1.325 0.470  0.0300
H1 1.574 1.443 -1.030  0.1962
H2 -0.541 1.121 0.731  0.1251
H3 -0.590 1.664 -0.988  0.1163
H4 -0.739 -1.551 1.198  0.1372
H5 -0.075 -2.706 -0.184  0.0812

Forces on the atoms, in the same order (eV/Å):
O -2.7 -1.2 -0.2
N 3.1 -0.2 -0.4
C -4.8 1.7 1.1
N 5.5 -0.1 -0.8
C -2.3 0.2 -1.0
S 0.5 -0.7 1.3
C -1.6 3.4 0.4
O 2.2 0.3 -0.4
H -0.4 -0.5 0.8
H -0.4 -0.4 0.0
H -0.1 -0.2 0.6
H 1.3 -0.9 -1.4
H -0.1 -1.4 0.0

Kohn-Sham gap (spin up / spin down) in hartree: 0.282 / 0.283
LUMO (spin up / spin down) in eV: -6.5723 / -6.5355
E in eV: -21090.9784
Charge: +1
Structure (SMILES): O=[N+]=C1NCSCO1

---

Entry 3:
C3H5N2OP | the ωB97M-V functional and the def2-TZVPD basis

Each line ends with the Löwdin charge.
Geometry (Å):
C1 0.175 -0.271 -0.030  -0.1416
C2 2.352 0.861 -0.244  -0.5706
C3 -1.234 -0.426 0.034  -0.0671
N1 1.683 -1.675 0.798  -0.3360
N2 0.875 0.815 -0.296  0.0393
O1 2.985 1.786 -0.726  0.0154
P1 2.904 -0.768 0.553  0.6311
H1 -1.484 -0.639 1.061  0.1037
H2 -1.569 -1.305 -0.568  0.1162
H3 -1.765 0.366 -0.358  0.0506
H4 0.408 1.680 -0.746  0.2005
H5 3.931 -1.268 -0.505  -0.0416

Forces on the atoms, in the same order (eV/Å):
C 4.9 -0.6 0.0
C 1.3 0.3 -1.1
C -0.4 -2.1 -0.5
N -4.1 0.4 -0.1
N -2.2 0.6 -0.8
O -1.6 -1.7 1.2
P 3.6 1.2 -1.0
H -0.2 -0.1 0.4
H 0.5 0.3 0.6
H -1.3 2.2 -0.5
H 1.1 -1.5 1.1
H -1.4 1.0 0.6

Kohn-Sham gap (spin up / spin down) in hartree: 0.252 / 0.253
LUMO (spin up / spin down) in eV: -0.5241 / -0.4970
E in eV: -17502.7861

---

Entry 4:
C3H5N2OS | the ωB97M-V functional and the def2-TZVPD basis

Each line ends with the Löwdin charge.
Geometry (Å):
C1 -0.393 1.464 -1.322  -0.1051
C2 0.169 1.150 0.881  -0.0983
C3 -0.628 -0.965 -0.227  -0.1915
N1 -0.114 1.873 -0.158  0.1108
N2 0.166 -0.191 0.798  0.0463
O1 -0.908 -0.712 -2.829  -0.4837
S1 -1.516 -0.018 -1.678  1.0097
H1 0.004 1.697 -2.282  0.1101
H2 0.507 1.770 1.715  0.1668
H3 0.074 -1.694 -0.798  0.1398
H4 -1.338 -1.626 0.288  0.1073
H5 0.909 -0.666 1.354  0.1877

Forces on the atoms, in the same order (eV/Å):
C -1.8 -1.7 0.6
C -0.1 -1.3 0.8
C 2.0 -0.6 -0.2
N 0.3 0.6 -2.7
N 0.5 0.6 0.3
O -0.6 0.8 0.3
S 1.4 -0.8 0.8
H 0.8 1.2 -0.5
H 0.0 -1.0 0.4
H -1.0 1.5 0.8
H -0.2 0.7 0.0
H -1.2 0.1 -0.5

Kohn-Sham gap in hartree: 0.293
LUMO in eV: -6.4821
E in eV: -19044.3992
Charge: +1

---

Entry 5:
C3H5N2S | the ωB97M-V functional and the def2-TZVPD basis

Each line ends with the Löwdin charge.
Geometry (Å):
C1 -2.141 -0.166 0.420  0.3367
N1 -1.203 0.527 0.428  0.1086
C2 -0.090 1.115 -0.228  -0.1188
C3 1.080 0.119 0.098  -0.8637
N2 0.888 -1.173 -0.140  0.1304
S1 2.600 0.622 0.300  0.8062
H1 -2.713 -1.078 0.577  0.1554
H2 -0.041 2.175 0.335  0.1936
H3 -0.403 1.142 -1.342  0.1861
H4 0.257 -1.763 -0.220  0.0127
H5 1.766 -1.520 -0.227  0.0527

Forces on the atoms, in the same order (eV/Å):
C 2.8 0.8 1.1
N -4.4 -2.7 -1.2
C 0.4 2.1 1.2
C 0.0 1.9 -1.3
N 5.0 6.2 0.9
S 0.1 1.1 0.4
H -0.5 0.6 0.0
H 0.7 -2.3 -1.9
H 0.9 0.2 1.8
H -8.1 -5.9 -0.8
H 3.0 -2.1 -0.2

Kohn-Sham gap in hartree: 0.260
LUMO in eV: -5.7381
E in eV: -16996.3798
Charge: +1
Structure (SMILES): C#[N+]CC(N)=S

---

Entry 6:
C3H5N2S2 | the ωB97M-V functional and the def2-TZVPD basis

Each line ends with the Löwdin charge.
Geometry (Å):
C1 -0.222 1.407 -0.052  -0.3229
C2 -2.098 -0.366 -0.008  -1.0378
C3 1.717 -0.250 0.078  0.0584
N1 -0.662 -0.824 -0.079  0.0213
N2 0.282 0.141 0.008  -0.2120
S1 -3.395 -1.144 0.388  0.8246
S2 -1.886 1.451 -0.305  1.0744
H1 0.381 2.301 0.038  0.1170
H2 2.022 0.339 0.908  0.0986
H3 2.229 -0.104 -0.948  0.1509
H4 1.825 -1.288 0.266  0.0866
H5 -0.193 -1.664 -0.293  0.1408

Forces on the atoms, in the same order (eV/Å):
C 1.1 -3.1 -0.1
C 3.9 0.6 -0.3
C -0.4 1.0 -2.2
N -2.0 1.8 0.4
N -1.4 3.3 -0.6
S -0.5 -0.5 -0.2
S -0.5 -0.8 0.5
H 0.2 -0.2 0.0
H 1.3 0.3 0.3
H -0.8 0.4 1.8
H -0.3 -0.9 0.6
H -0.7 -1.8 -0.2

Kohn-Sham gap in hartree: 0.318
LUMO in eV: -4.7920
E in eV: -27833.5568
Charge: +1

---

Here are the calculated molar mass numbers, same order: 85.09; 133.15; 116.06; 117.15; 101.15; 133.22 (u).
Here are the calculated relative energy (zero: lowest compared OMol25 entry of this formula, charge and spin) numbers, same order: 192.7; 232.6; 589.2; 279.4; 374.8; 198.5 (kJ/mol).